15
Properties=species:S:1:pos:R:3 method="wB97M-V/def2-TZVPD" relative_energy_kcal_mol=136.3 fmax_ev_per_a=7.02 e_tot_ev=-10773.835 spin_multiplicity=1
H -3.4032 -0.4744 -0.5557
N -2.4939 -0.9381 -0.2223
C -1.3586 -0.2216 -0.3891
N -1.3938 1.3047 -0.2642
C 0.0490 -0.8386 0.0021
C 0.6761 -0.0900 1.1890
N 1.1799 -0.0371 -0.1085
C 2.4530 -0.2260 -0.6149
O 3.6810 0.1175 -0.2536
H -2.5372 1.5949 0.1113
H -0.7926 2.0115 -0.8310
H -0.0895 -2.0340 -0.0763
H 1.1644 -0.4832 2.1504
H 0.4226 1.1372 1.4114
H 2.4428 -0.8227 -1.5487

---

15
Properties=species:S:1:pos:R:3 method="wB97M-V/def2-TZVPD" relative_energy_kcal_mol=79.0 fmax_ev_per_a=2.50 smiles="C=CN/C=N/C=N/O" e_tot_ev=-10776.320 spin_multiplicity=1
C 1.3460 -2.2096 -0.5704
C 1.8013 -1.5454 0.5024
N 1.4322 -0.3026 1.0648
C 0.3925 0.5178 0.8071
N -0.4056 0.3102 -0.1693
C -1.3581 1.3192 -0.2793
N -2.1977 1.2702 -1.2416
O -3.0137 2.3311 -1.2810
H 1.6842 -3.2470 -0.8187
H 0.7210 -1.6379 -1.2669
H 2.4768 -2.1465 1.2021
H 1.9551 -0.1534 1.9036
H 0.2714 1.4011 1.4875
H -1.4166 2.0423 0.6017
H -3.6891 2.0505 -1.9419

---

15
Properties=species:S:1:pos:R:3 method="wB97M-V/def2-TZVPD" relative_energy_kcal_mol=53.5 fmax_ev_per_a=2.01 smiles="[H]/N=C/N(N=C)C(C)=O" e_tot_ev=-10777.429 spin_multiplicity=1
H 1.1930 1.6840 -2.5142
N 0.4199 1.3183 -1.8839
C 0.9061 0.3613 -1.2019
N 0.3456 -0.3687 -0.1569
N 1.3133 -1.2345 0.4703
C 1.0212 -2.0502 1.4120
C -0.9021 -0.0403 0.4447
C -1.6125 1.2303 -0.0262
O -1.3545 -0.7365 1.3365
H 1.8853 -0.0844 -1.2175
H 1.8951 -2.6518 1.7500
H 0.0670 -2.1477 1.8852
H -2.3583 1.5000 0.7853
H -0.8123 2.0147 -0.0465
H -2.0069 1.2055 -1.0369

---

15
Properties=species:S:1:pos:R:3 method="wB97M-V/def2-TZVPD" relative_energy_kcal_mol=106.0 fmax_ev_per_a=10.98 e_tot_ev=-10775.153 spin_multiplicity=1
C -2.7611 -0.4849 -0.6098
C -1.9921 0.1316 0.5260
C -0.4914 0.1574 0.3327
C 1.5570 -0.2942 -0.0521
H -3.6886 -0.5991 -0.4853
H -2.7505 0.1375 -1.4859
H -2.1101 -1.9020 -0.6841
H -2.2631 -0.6800 1.4954
H -2.3400 1.0199 0.9708
H 2.0329 1.6377 -0.3949
H 0.2968 -1.7618 0.3060
N 0.0765 1.4573 -0.0331
N 1.2782 1.0766 -0.2419
N 0.3907 -0.7344 0.2447
O 2.5912 -0.9386 -0.0863

---

15
Properties=species:S:1:pos:R:3 method="wB97M-V/def2-TZVPD" relative_energy_kcal_mol=93.6 fmax_ev_per_a=5.51 smiles="C=C/C(=N/N)NC=O" e_tot_ev=-10775.689 spin_multiplicity=1
C -2.1077 -1.7127 0.3667
C -1.0329 -1.2955 -0.3886
C -0.4315 0.0702 -0.2878
N -1.2941 0.9673 0.0474
N -0.8442 2.3165 -0.0107
N 0.8812 0.2350 -0.3620
C 1.8609 -0.6327 0.0232
O 2.9925 -0.2608 0.3604
H -2.5300 -0.9931 1.0097
H -2.4384 -2.8230 0.5143
H -0.5519 -2.0661 -0.9642
H 0.0918 2.3676 0.5636
H -1.7793 2.7960 0.5443
H 1.0035 1.3356 -0.3908
H 1.3318 -1.7383 -0.1644

---

15
Properties=species:S:1:pos:R:3 method="wB97M-V/def2-TZVPD" relative_energy_kcal_mol=183.5 fmax_ev_per_a=8.32 smiles="N[C@@]12C[C@H]1NNC2=O" e_tot_ev=-10771.789 spin_multiplicity=1
N -1.1751 0.3024 1.1382
C -0.6239 0.3476 -0.2309
C -0.3918 1.7147 -0.5374
C 0.7927 0.6125 -0.2599
N 1.2765 -0.3935 0.5877
N 0.6053 -1.4297 -0.1195
C -0.5746 -1.0875 -0.5967
O -1.5837 -1.7356 -0.9851
H -0.1903 0.1505 1.8593
H -1.8426 -0.5767 1.0730
H -0.5127 2.4287 0.2114
H -0.1902 2.1825 -1.3787
H 1.0469 0.4728 -1.2773
H 2.1979 -0.5777 0.2712
H 1.1655 -2.4110 0.2447

---

15
Properties=species:S:1:pos:R:3 method="wB97M-V/def2-TZVPD" relative_energy_kcal_mol=172.9 fmax_ev_per_a=7.05 e_tot_ev=-10772.250 spin_multiplicity=1
N 1.4309 -0.3806 -1.1640
N 0.8307 0.8986 -1.5592
C -0.3200 1.3009 -0.9740
C -0.8886 0.4189 0.0909
C -1.2222 -0.9470 -0.2265
N -0.7082 -1.8043 0.4854
O 0.1725 -1.3577 1.3259
C 0.0907 0.0680 1.3624
H 1.2817 -0.4825 -0.0353
H 2.5931 -0.0546 -0.8619
H -0.7829 2.0569 -1.6192
H -1.7338 1.0315 0.6298
H -1.6070 -1.0914 -1.1425
H 1.2266 0.4384 1.3806
H -0.3634 -0.0952 2.3075

---

15
Properties=species:S:1:pos:R:3 method="wB97M-V/def2-TZVPD" relative_energy_kcal_mol=219.7 fmax_ev_per_a=7.79 smiles="C#CCNN/C=N/O" e_tot_ev=-10770.218 spin_multiplicity=1
C -1.4468 -0.9742 -1.4722
C -0.6378 -0.1363 -1.8015
C 0.0216 1.2333 -1.7521
N 0.5168 1.3812 -0.3213
N 1.0584 0.0577 -0.1353
C 0.6038 -0.6872 1.0372
N -0.2962 -0.0616 1.8038
O -0.4354 -1.0630 2.7323
H -2.0199 -1.9626 -1.0356
H -0.4848 2.2793 -2.1485
H 1.2265 0.9598 -2.1287
H -0.0674 1.5882 0.4705
H 2.1880 -0.0023 -0.2011
H 0.8910 -1.8949 1.4099
H -1.1177 -0.7173 3.5425

---

15
Properties=species:S:1:pos:R:3 method="wB97M-V/def2-TZVPD" relative_energy_kcal_mol=100.2 fmax_ev_per_a=6.78 smiles=Nc1cc(O)cn1N e_tot_ev=-10775.402 spin_multiplicity=1
N -1.7838 -1.1810 -0.1315
C -0.5089 -0.6111 0.0342
C 0.7672 -1.2188 0.1273
C 1.7256 -0.1709 -0.1123
O 3.0967 -0.1337 -0.1356
C 0.9648 1.0640 -0.2773
N -0.3045 0.6608 -0.1283
N -1.3994 1.5968 -0.0251
H -2.0399 -1.6331 0.6385
H -2.1425 -1.5861 -1.1847
H 0.8954 -2.3390 0.0976
H 3.2370 0.8278 0.4710
H 1.2219 2.0942 0.0850
H -2.2494 1.0328 -0.4602
H -1.4803 1.5971 1.0014

---

15
Properties=species:S:1:pos:R:3 method="wB97M-V/def2-TZVPD" relative_energy_kcal_mol=101.9 fmax_ev_per_a=2.62 e_tot_ev=-10775.327 spin_multiplicity=1
C 0.8702 -1.0308 1.0536
C -0.7131 0.4488 -0.6156
C 1.3707 0.1205 0.4538
N -0.4326 -0.1406 -1.8299
C -0.8233 -0.5992 0.8525
N -1.0631 1.6619 -0.5212
N 2.0051 1.1028 0.2112
O -1.3283 -0.0167 1.8143
H -0.4175 -1.1465 -1.8702
H -0.7541 0.3558 -2.6511
H -1.2687 1.8892 0.4544
H 1.6707 1.9008 -0.3197
H -1.2960 -1.4719 0.3649
H 1.0839 -1.1414 2.1148
H 1.0962 -1.9329 0.4882

---

| no. | HOMO (Eh) | frontier orbital gap (eV) |
| --- | --- | --- |
| 1 | -0.3526 | 9.94 |
| 2 | -0.3008 | 8.89 |
| 3 | -0.3571 | 10.65 |
| 4 | -0.2920 | 8.39 |
| 5 | -0.3211 | 9.26 |
| 6 | -0.3220 | 9.29 |
| 7 | -0.3492 | 10.06 |
| 8 | -0.3008 | 9.03 |
| 9 | -0.2868 | 8.42 |
| 10 | -0.2986 | 7.63 |